# 1
22
Properties=species:S:1:pos:R:3 method="wB97M-V/def2-TZVPD" orbital_gap_ev=8.7952 lumo_ev=-0.56 de_lowest_kcal_mol=65.4
Si -0.70564 -0.35737 -0.05739
C -0.02470 -2.12985 -0.12104
C 0.55386 0.90686 -0.64793
C -1.35047 0.04909 1.69244
C 0.74374 2.24273 -0.02768
C -2.15601 -0.20682 -1.30796
C 3.78853 -0.52377 0.25174
C 2.70530 -0.10434 -0.02759
H -1.81374 -0.39852 -2.31982
H 4.74685 -0.89096 0.49274
H -1.36737 -0.83868 2.31703
H 0.85085 0.85619 -1.68886
H 0.81090 2.17696 1.05488
H -0.78690 -2.84405 0.17708
H -2.36129 0.44805 1.66102
H 0.30097 -2.39435 -1.12213
H 1.63101 2.74242 -0.40974
H -2.94412 -0.92127 -1.09125
H -0.12292 2.86690 -0.26618
H 0.82713 -2.24812 0.54133
H -2.59844 0.78409 -1.29607
H -0.72753 0.78480 2.19538

# 2
128
Properties=species:S:1:pos:R:3 method="wB97M-V/def2-TZVPD" orbital_gap_ev=6.9710 lumo_ev=-2.77 total_charge=+1
Br -0.77043 7.47612 -2.05327
S 1.98507 -1.12538 1.87543
S -0.63153 1.12382 1.01503
S 1.00417 -1.41068 -1.69407
P 4.47337 1.77192 0.09543
Mg 2.16667 1.17492 0.61933
O 1.31427 1.43742 -1.10617
O 1.80787 3.16832 0.11573
O 1.49587 1.58552 3.33983
N -1.11463 3.67552 -3.57497
N 2.55177 1.96912 2.54033
N -0.30893 -2.02978 0.84723
N -3.15073 -1.38008 1.99393
N -2.26233 -0.58598 1.47733
N -1.16803 -2.97258 0.47933
N -1.45813 -0.74058 -0.95077
N -2.75543 -0.51058 -1.16477
C -3.23233 -0.42568 -2.36777
C -4.90623 -1.85438 3.58313
C -1.04073 -0.70328 -3.30587
C -5.89863 -2.42908 2.56733
C -4.74043 -0.32778 -2.46357
C -3.02453 1.34172 2.64583
C -1.23333 4.96872 -3.35117
C -2.95953 2.79572 2.94323
C -2.36533 -4.70068 -1.44487
C 7.16017 0.95552 -0.39217
C 5.99887 0.80332 0.35883
C -5.29653 -1.72658 -2.15587
C -1.47203 -6.61298 -0.09447
C -0.82993 -4.22748 0.42543
C 0.94367 -2.30528 1.26993
C -2.36863 -0.47018 -3.49797
C 4.13267 3.77092 2.14093
C -5.19923 0.08642 -3.85957
C -2.08913 0.69722 1.81773
C -5.69223 -1.21618 4.73113
C 3.00787 3.12752 2.78873
C 4.27937 3.80182 -3.47087
C 0.44897 3.52302 -1.78287
C 4.48007 1.45392 -3.93057
C 4.35327 2.75992 -4.38137
C -0.52493 5.61562 -2.34267
C 1.26157 2.66382 -0.88017
C 1.37427 -3.66938 1.20213
C 4.53967 4.98072 2.72393
C -1.92963 -5.15738 -0.04577
C 4.54637 1.19852 -2.57437
C -4.02733 -2.97128 4.16143
C 4.50997 2.24772 -1.65467
C 4.85037 3.30152 1.02463
C 4.35297 3.55322 -2.10967
C -3.99653 0.50892 3.15853
C 5.63417 5.68772 2.26813
C 5.95177 4.02802 0.57613
C -0.05193 -0.71738 -4.41627
C 5.96477 -0.12828 1.39313
C 7.08177 -0.88878 1.68473
C -3.11143 -5.01848 0.92343
C 6.35287 5.20192 1.18773
C 0.48847 -4.61558 0.76033
C -0.30303 2.96742 -2.81297
C 8.27487 0.18972 -0.09577
C -5.25413 0.67732 -1.42807
C 2.78237 -4.00618 1.54913
C 8.24127 -0.72488 0.94493
C 0.34037 4.88772 -1.54387
C -3.99023 -0.87598 2.87743
C -0.55933 -0.92838 -1.97007
B -1.05553 -0.74628 0.50743
H -6.38103 -1.71418 -2.22157
H -6.22573 -2.00108 5.26173
H -4.94673 -0.68248 -4.58607
H -1.54953 -4.80568 -2.15637
H -2.75063 -0.30138 -4.49137
H -6.54503 -3.14848 3.06243
H -0.25303 1.90972 -3.02077
H 7.04847 -1.60838 2.48813
H -2.84763 -5.40548 1.90663
H -0.65813 -6.73828 -0.80367
H 2.54697 3.68742 3.60783
H -5.03543 -0.72438 5.44543
H -3.47873 -3.46998 3.36993
H 4.16477 4.81662 -3.82527
H -6.27983 0.20402 -3.86337
H 0.81047 -5.64018 0.66253
H 4.62527 0.17832 -2.21677
H 7.19347 1.65422 -1.21707
H -2.29603 -7.24678 -0.41297
H 2.99027 -3.74998 2.58743
H 0.48587 -1.66418 -4.42167
H 0.68897 0.06572 -4.24457
H 4.52327 0.63432 -4.63297
H -4.82403 1.65992 -1.61007
H 3.46407 -3.42338 0.92823
H -1.99933 3.04062 3.39523
H 5.92367 6.60802 2.75393
H -3.38503 -3.97048 1.01283
H -1.91593 5.50362 -3.99847
H -5.00523 -2.04398 -1.15777
H -4.75043 1.03162 -4.15607
H 9.17497 0.31002 -0.67937
H -0.54133 -0.56438 -5.37367
H -4.98533 0.35762 -0.42497
H -6.51803 -1.63438 2.15733
H 7.22787 5.72302 0.83003
H -3.31923 -2.55668 4.87623
H -3.96743 -5.57968 0.55683
H -1.14823 -6.95248 0.88683
H 1.37647 0.63502 3.13623
H -6.43263 -0.50548 4.37103
H -6.33593 0.75562 -1.49487
H 3.97797 5.35762 3.56513
H -5.37443 -2.92258 1.75493
H 0.91327 5.33982 -0.74777
H -3.04023 3.36752 2.01933
H -3.20083 -5.30708 -1.78227
H -4.75843 0.92272 3.79893
H 4.27827 4.36622 -1.39947
H -2.67243 -3.65928 -1.42007
H 6.51437 3.65172 -0.26767
H -3.76273 3.08222 3.61833
H 4.30377 2.96842 -5.44067
H -4.64653 -3.70048 4.67633
H 2.97437 -5.06378 1.39073
H -4.91973 -2.44728 -2.87887
H 9.11627 -1.31468 1.17173
H 5.04887 -0.25958 1.95693

# 3
26
Properties=species:S:1:pos:R:3 method="wB97M-V/def2-TZVPD" orbital_gap_ev=7.7259 lumo_ev=-4.07 de_lowest_kcal_mol=169.4 total_charge=+1
O 0.63809 -1.22973 0.11754
N 0.12269 1.63291 -1.17445
N 2.23289 -0.03530 1.26989
C -1.22404 -0.42724 -1.28668
C -0.41876 -1.40644 -0.80595
C 3.70354 -0.47528 1.18775
C -2.55358 -0.84772 -1.74278
C 1.54686 -0.41406 -0.05872
C 1.48852 -0.33069 2.56084
C -3.57732 0.02614 -1.79054
C -3.37429 1.34776 -1.23859
C -2.13659 1.78201 -0.83121
C -1.00824 1.02340 -1.21146
H 1.17631 0.46929 3.23684
H 2.16227 0.99119 1.07804
H 4.21502 0.11651 1.97895
H 3.84934 -0.30660 0.12998
H 0.90441 1.11365 -1.63579
H -0.60566 -2.44415 -0.73581
H 0.47988 -0.70281 2.32542
H 3.66451 -1.55965 1.36468
H -4.23747 1.92158 -1.23625
H -2.64086 -1.80468 -2.13904
H 1.99882 -0.90227 3.26544
H -4.61223 -0.35830 -2.00654
H -1.79412 2.82049 -0.62156

# 4
23
Properties=species:S:1:pos:R:3 method="wB97M-V/def2-TZVPD" orbital_gap_ev=4.5763 lumo_ev=-9.43 de_lowest_kcal_mol=187.7 total_charge=+1
O -0.28387 1.41840 -0.53275
N 1.07999 -0.61060 -1.87441
N 1.74408 -1.31919 -3.90483
C 0.97727 -0.17343 1.74809
C -2.00807 -0.30341 0.95473
C 1.21314 -0.37648 -3.12368
C -1.46497 0.24177 2.26129
C -0.08514 0.81609 2.17468
H -1.53005 -0.60892 2.96523
H -0.26128 2.23715 -1.07035
H -0.08897 1.60489 1.27183
H 0.86547 0.53454 -3.60826
H 2.07796 -1.09788 -4.82493
H 0.82462 -0.50239 0.71835
H -2.11375 0.98669 2.72948
H -1.31127 -1.00363 0.50157
H 1.65197 -2.28915 -3.65788
H 1.96304 0.28630 1.78089
H 0.60783 0.09765 -1.29098
H -2.97614 -0.79212 1.05854
H 0.97558 -1.05825 2.39092
H -2.17725 0.55827 0.29491
H 0.31980 1.35370 3.03757

# 5
50
Properties=species:S:1:pos:R:3 method="wB97M-V/def2-TZVPD" orbital_gap_ev="7.6560 / 7.5896" lumo_ev="2.88 / 2.87" multiplicity=2 de_lowest_kcal_mol=13.4 total_charge=-1
Co -0.54504 -0.15038 0.18793
Si 1.41347 -2.61845 -1.42466
O -0.24782 -0.33167 2.13172
O 0.80239 1.83477 -0.66298
O 2.50189 0.10209 0.70810
O -2.31248 2.49826 2.41252
O -0.70016 0.80717 4.00288
O -1.56780 1.35790 0.64611
N 0.08861 -1.86960 -0.63447
N -2.04923 -1.46700 -0.16843
C -0.78437 0.63217 2.79814
C 2.89666 -0.48036 1.93654
C -4.17867 -0.62442 0.58787
C -3.76183 -3.07057 0.07914
C -1.52753 -3.77498 -0.50583
C 0.83790 -3.68482 -2.87541
C -2.84703 -4.07150 -0.24543
C 2.74707 1.48118 0.66294
C 2.55845 -1.34280 -2.18130
C 2.19990 2.02777 -0.63536
C -1.66574 1.59362 1.92013
C -3.30724 -1.75964 0.14315
C 0.13596 2.64220 -1.60526
C 2.44007 -3.71924 -0.29519
C -1.12878 -2.42153 -0.46900
H -3.90824 0.29512 0.07276
H 2.51201 -1.49575 1.94977
H 0.41020 2.36606 -2.63149
H 2.45230 0.04798 2.78334
H 2.93274 -3.13147 0.48210
H 0.33113 -4.60347 -2.57725
H 2.41976 3.10261 -0.68653
H -3.17415 -5.10537 -0.27124
H 0.37557 3.70001 -1.44642
H -0.92861 2.49061 -1.44417
H -4.02040 -0.43858 1.65288
H 1.70458 -3.96646 -3.48070
H 2.26030 1.98602 1.50797
H 3.82802 1.68495 0.71683
H 3.09166 -0.79260 -1.40813
H 1.99092 -0.62890 -2.78414
H 3.21345 -4.24322 -0.86510
H -4.79439 -3.30033 0.30268
H 3.28522 -1.83652 -2.83251
H 3.99259 -0.47898 2.02204
H 2.67750 1.54107 -1.49364
H -5.23280 -0.85547 0.43319
H 1.81838 -4.46926 0.19985
H 0.15287 -3.12117 -3.51385
H -0.80547 -4.55619 -0.69661

# 6
132
Properties=species:S:1:pos:R:3 method="wB97M-V/def2-TZVPD" orbital_gap_ev=7.4029 lumo_ev=-0.34 de_lowest_kcal_mol=0.0
Br 1.93204 5.50008 11.79426
Br -3.79683 -1.80424 0.98931
Br -4.26308 -7.83728 5.45822
Br 4.54015 4.79786 -7.71050
Br -4.51301 -9.32415 2.64326
Br -2.26102 -13.40370 8.02035
Br 1.97709 13.55179 5.18338
Br 0.66233 14.76312 2.53960
Br -2.94324 -8.31362 -5.72487
Br 5.15355 3.75640 -1.10323
Br -0.69437 4.41962 1.51666
Br -5.27811 0.90110 4.51060
Br -0.51588 -5.87035 -6.64834
Br 2.29982 4.59540 -9.98425
Br 0.59251 10.46536 2.35393
Br -0.62295 10.31931 5.30136
Br 5.14506 6.66303 -2.44101
Br -1.94377 -7.58183 3.26653
Br 3.23297 12.88943 2.33064
Br 2.74389 4.39242 3.56351
Br -1.41982 -3.93378 0.82250
Br 3.97680 -4.70394 4.77834
Br 1.58543 -8.27617 -6.69191
Br 4.54998 -2.60955 -7.45127
Br 4.65292 0.04757 -9.22452
Br 2.04111 -3.74191 2.43125
Br 2.36610 -3.70582 -1.17461
Br -3.53497 2.33643 6.78184
Br 4.99469 4.03770 -4.25127
Br 0.20904 -5.23753 -2.95839
Br -8.25879 -10.95670 -1.87477
Br -1.13365 2.04838 -10.57278
Br 1.03310 -15.75644 8.44168
Br 4.10492 7.23461 3.03824
Br -8.05510 -9.50127 0.96176
Br 1.57357 8.30434 13.26678
Br 2.89399 -14.91023 10.89087
Br -3.22586 -5.42947 -4.35158
Br -5.69590 -9.18136 -1.17152
Br 2.04340 5.65225 14.97728
Br 4.54348 -5.61382 1.77270
Br 1.89947 -12.71018 8.80184
Br -3.01324 3.69519 3.57673
Br -0.98064 1.87609 9.61851
Br -4.28359 -4.84664 1.83003
Br -3.28704 -12.17164 5.26295
Br 5.27558 3.62208 -10.58773
Br -0.58814 4.70380 8.19356
Br 0.11287 7.63519 3.73958
Br -2.18789 3.03916 -7.73275
Br 2.37783 5.84253 0.74666
Br -3.78003 3.82804 -10.38999
Br -3.59831 3.65607 0.43602
Br -2.30709 -7.97480 -2.63096
Br 1.22997 -6.54554 -0.23417
Br -1.75586 4.55751 11.15927
Br 2.56233 -5.31471 -6.01117
Br -4.84791 -0.51745 7.33412
Br 3.76802 0.25323 -6.18204
Br -1.28383 -10.50712 7.09949
P -0.56604 3.03445 -1.64835
O -1.98740 2.14547 -4.87352
N -1.06269 0.39302 -1.10755
C 2.29289 14.19193 3.39273
C 1.53338 1.96231 -4.32714
C -2.22168 3.24692 -4.00815
C 1.67848 2.90729 -6.85993
C -4.08868 0.65636 6.00725
C 5.67492 4.82099 -2.62443
C -3.31721 -8.69978 4.01925
C -2.05708 3.44196 -9.61307
C 2.72633 2.97923 -6.03571
C -2.58775 4.46932 1.86529
C -7.08244 -10.33623 -0.48060
C 1.10966 -6.58010 -5.90711
C -1.83679 -12.26323 6.52826
C 0.45950 1.91395 -5.13807
C -1.42007 4.53177 -4.38337
C 4.17098 4.85976 -9.60905
C -3.36767 -7.34425 -4.11359
C 3.84251 -4.22905 2.91518
C -0.58294 3.74421 9.86595
C -0.38548 1.55421 -0.51877
C 1.48354 -14.36611 9.69663
C -0.86398 1.31341 -4.66013
C 0.54877 9.49057 4.01430
C -2.21764 2.95332 -2.49173
C 4.85832 -0.69839 -7.45771
C 2.70234 2.50175 -4.75620
C 1.68676 -5.42434 -1.73424
C 1.28979 6.40267 13.37158
C -3.02461 -3.39990 1.75110
C 3.53980 5.56469 2.25591
C 0.52593 2.36321 -6.40442
H 6.75377 4.80298 -2.66967
H 1.72932 3.27869 -7.87470
H 4.42574 5.85225 -9.94954
H -3.19915 0.17435 5.62922
H -2.11162 5.30300 -4.73530
H 0.91707 -6.75866 -4.85856
H -0.51108 -0.42074 -0.88593
H 5.88947 -0.55388 -7.17099
H -2.74487 -3.16286 2.76720
H 4.45825 -3.35467 2.76613
H 0.41745 3.80637 10.26441
H -0.74193 0.88748 -3.66064
H -1.46094 4.33784 -9.70469
H -2.82715 -9.56554 4.43970
H -1.98679 0.32171 -0.71801
H 1.47854 1.57343 -3.32395
H 4.42754 5.07211 1.88583
H 2.48384 -5.91924 -2.26994
H 2.93118 15.05887 3.47222
H -0.99646 -12.70978 6.01686
H -2.60380 1.93596 -2.35751
H 0.68720 1.37543 -0.41711
H 0.22217 6.24139 13.41474
H -0.73084 1.78137 0.49969
H -2.87649 5.50966 1.90542
H -0.36872 2.28013 -7.03714
H -0.66875 4.14411 -0.76429
H 0.60632 -14.18789 10.30092
H 3.64919 3.44203 -6.39864
H 1.54701 9.52322 4.42692
H -0.71961 4.36383 -5.19681
H 3.55328 2.54653 -4.02993
H -4.40136 -7.55350 -3.88001
H -6.59222 -11.20629 -0.06938
H -0.89355 4.96645 -3.53327
H -2.93251 3.62349 -2.01166
H -3.25675 3.53444 -4.21236
H -1.01058 0.45078 -5.31980

Max |F| per entry: 0.0868, 0.0402, 0.0533, 0.0445, 0.0109, 0.0670 Eh/bohr